Formula: C6H14O
Source: the Open Molecules 2025 dataset
Level of theory: the ωB97M-V functional and the def2-TZVPD basis

The total charge is 0. The frontier orbital gap is 7.343 eV. The total energy comes out at -312.06420 hartree. The calculation puts the strongest force on any atom at 5.579 eV/A.

XYZ file:
```
21
C6H14O, DFT the ωB97M-V functional and the def2-TZVPD basis
C 1.52561 -0.64596 0.61554
C -0.40245 0.44332 0.35792
C -0.92139 -0.75592 -0.09258
C 2.15760 -1.01905 -0.69012
C -2.92295 0.09782 0.08519
C -0.04866 1.56790 -0.55928
O 2.28366 0.36518 1.22990
H 1.94466 0.51914 2.11798
H 1.34485 -1.48953 1.28852
H -0.59368 0.72536 1.39005
H -1.02216 -1.60767 0.56538
H -0.87408 -0.96370 -1.15468
H 2.16346 -0.16701 -1.37382
H 3.20142 -1.33069 -0.55635
H 1.62048 -1.84424 -1.15758
H -0.78639 2.36809 -0.48622
H 0.92414 1.97012 -0.26499
H -3.49184 -0.82716 0.09005
H -3.05575 0.69359 -0.81256
H -3.07221 0.65980 1.00310
H 0.02565 1.24062 -1.59542
```

Atom charges from the Löwdin analysis, given in e for atoms 1 to 6:
1. C -0.30
2. C -0.31
3. C -0.09
4. C -0.09
5. C -0.02
6. C -0.09

=====

Formula: C6H14O
Source: the Open Molecules 2025 dataset
Level of theory: the ωB97M-V functional and the def2-TZVPD basis

The total charge is 0. The frontier orbital gap is 9.295 eV. The total energy comes out at -312.21453 hartree. The calculation puts the strongest force on any atom at 3.062 eV/A. Its SMILES is C/C=C(\C)CC.O.

XYZ file:
```
21
C6H14O, DFT the ωB97M-V functional and the def2-TZVPD basis
C 2.95177 -0.66613 2.07512
C 1.93980 -1.08454 1.24962
C 4.35316 -1.15653 2.04937
C 2.19780 -2.11595 0.16895
C 0.00000 0.00000 0.00000
C 0.56262 -0.56778 1.31202
H 2.63507 0.03536 2.85820
H 4.37024 -2.20850 2.38055
H 4.89877 -0.54611 2.78849
H 4.87441 -1.08437 1.07999
H 2.09904 -1.77614 -0.87576
H 1.51010 -2.96319 0.32982
H 3.23134 -2.46652 0.32866
H 0.08837 -0.64408 -0.89106
H 0.63177 0.89216 -0.14672
H -1.04976 0.32436 0.09693
H 0.59325 0.19192 2.11661
H -0.11605 -1.37843 1.64021
O 0.58536 3.79285 1.24020
H 0.91712 4.70945 1.37450
H -0.21232 3.89829 0.67377
```

Atom charges from the Löwdin analysis, given in e for atoms 1 to 6:
1. C -0.13
2. C -0.33
3. C -0.13
4. C -0.06
5. C -0.10
6. C -0.25

=====

Formula: C6H14O
Source: the Open Molecules 2025 dataset
Level of theory: the ωB97M-V functional and the def2-TZVPD basis

The total charge is 0. The frontier orbital gap is 9.494 eV. The total energy comes out at -312.21593 hartree. The calculation puts the strongest force on any atom at 1.185 eV/A. Its SMILES is C=C(C)O.CCC.

XYZ file:
```
21
C6H14O, DFT the ωB97M-V functional and the def2-TZVPD basis
C 0.89642 -3.14638 1.44918
C 0.33944 -2.00654 1.04500
O -0.75373 -1.57530 1.76496
C 0.73334 -1.23145 -0.16147
H 1.75570 -3.54559 0.94544
H 0.48435 -3.66345 2.30285
H -1.02792 -0.70817 1.44481
H 1.51940 -1.75392 -0.69752
H -0.10726 -1.06079 -0.83191
H 1.10909 -0.25481 0.15419
C 0.79000 1.96530 -1.66488
C -0.34578 2.18149 -0.66643
C -1.54238 2.93279 -1.25817
H 0.59059 1.25073 -2.46292
H 1.71382 1.65951 -1.17469
H 0.99040 2.93216 -2.13213
H 0.06036 2.82734 0.11898
H -0.66863 1.26988 -0.16733
H -2.22939 3.24883 -0.47371
H -1.20295 3.82897 -1.77758
H -2.09717 2.31247 -1.96168
```

Atom charges from the Löwdin analysis, given in e for atoms 1 to 6:
1. C 0.05
2. C -0.47
3. O 0.02
4. C -0.05
5. H 0.05
6. H 0.06

=====

Formula: C6H14O
Source: the Open Molecules 2025 dataset
Level of theory: the ωB97M-V functional and the def2-TZVPD basis

The total charge is 0. The frontier orbital gap (alpha / beta) is 10.950 / 8.840 eV. The total energy comes out at -312.06574 hartree. The calculation puts the strongest force on any atom at 0.886 eV/A.

XYZ file:
```
21
C6H14O, DFT the ωB97M-V functional and the def2-TZVPD basis
C 0.99057 -0.25473 3.21746
C 0.37598 -0.90227 2.05934
C -0.36918 0.03004 1.09098
C -0.19951 -0.45683 -0.34363
C -0.80432 0.45010 -1.40648
C -0.46749 -0.06448 -2.79506
O -1.06711 0.78629 -3.74667
H 3.69850 4.23787 1.82725
H 1.26520 -0.83279 4.09476
H 1.22035 0.80602 3.21495
H 1.19479 -1.40196 1.47813
H -0.25127 -1.75079 2.37536
H -1.43207 0.08403 1.36045
H 0.02577 1.05019 1.18194
H -0.62117 -1.46877 -0.43321
H 0.87922 -0.55611 -0.53518
H -1.89436 0.50771 -1.29958
H -0.41573 1.47095 -1.30279
H 0.62905 -0.09097 -2.91221
H -0.82975 -1.10164 -2.89681
H -0.81323 0.47405 -4.62710
```

Atom charges from the Löwdin analysis, given in e for atoms 1 to 6:
1. C 0.01
2. C -0.31
3. C -0.22
4. C -0.24
5. C -0.20
6. C -0.30

=====

Formula: C6H14O2
Source: the Open Molecules 2025 dataset
Level of theory: the ωB97M-V functional and the def2-TZVPD basis

The total charge is -1. As for the expectation value of S²: 0.750. The frontier orbital gap (alpha / beta) is 2.736 / 9.390 eV. The total energy comes out at -387.41581 hartree. The calculation puts the strongest force on any atom at 0.848 eV/A. Its spin multiplicity is 2.

XYZ file:
```
22
C6H14O2, DFT the ωB97M-V functional and the def2-TZVPD basis
C 1.26554 0.19901 -2.84997
C 1.88976 -0.63708 -1.73753
C 2.83899 -1.52915 -2.03178
C 0.31710 -1.15098 1.78014
C 0.89535 -1.35930 0.41369
C 1.35430 -0.40498 -0.38590
H 0.53484 0.93194 -2.49322
H 2.03883 0.78887 -3.32621
H 0.74970 -0.44045 -3.56898
H 3.15449 -1.71132 -3.04826
H 3.25528 -2.08730 -1.21095
H 0.09387 -2.08386 2.28519
H -0.56391 -0.49882 1.78262
H 1.02779 -0.58238 2.37222
H 0.97176 -2.37407 0.04074
H 1.32649 0.63617 -0.07558
H -4.38680 0.91870 3.13114
H -3.81769 2.28421 2.91483
O -4.33435 1.77887 3.57576
H -3.49552 2.12303 0.44829
H -2.14138 2.74317 0.77774
O -2.97443 2.45572 1.20603
```

Atom charges from the Löwdin analysis, given in e for atoms 1 to 6:
1. C -0.11
2. C -0.38
3. C 0.01
4. C -0.15
5. C -0.18
6. C -0.13

=====

Formula: C6H14O2
Source: the Open Molecules 2025 dataset
Level of theory: the ωB97M-V functional and the def2-TZVPD basis

The total charge is 0. The frontier orbital gap is 3.502 eV. The total energy comes out at -387.15802 hartree. The calculation puts the strongest force on any atom at 5.843 eV/A.

XYZ file:
```
22
C6H14O2, DFT the ωB97M-V functional and the def2-TZVPD basis
C -0.53575 -0.40821 -1.73127
C 0.51862 0.27631 -0.82381
C 1.81891 -0.07690 -0.69759
C 3.06441 -0.08629 -0.14783
C 3.52298 0.76692 0.87033
C -0.16781 1.10493 0.26012
H -0.86352 0.37368 -2.46595
H -1.37396 -0.80527 -1.10024
H -0.19028 -1.20595 -2.43360
H 0.80702 -1.22829 1.98260
H 3.80691 -0.78639 -0.46879
H 2.77688 1.23167 1.53438
H 4.54242 0.59497 1.29292
H -0.85824 0.67067 1.09746
H -0.81064 1.73388 -0.37395
H 0.55967 1.55843 0.93632
H -3.33801 -1.85417 1.82163
H 0.27950 -1.58288 1.56813
O -2.73753 -1.60909 1.10861
H -4.11562 0.84610 0.18916
H -2.95102 -0.51928 0.60557
O -3.21238 0.54812 0.07073
```

Atom charges from the Löwdin analysis, given in e for atoms 1 to 6:
1. C -0.01
2. C -0.22
3. C 0.20
4. C -0.14
5. C 0.09
6. C -0.03

=====

Formula: C6H14O2
Source: the Open Molecules 2025 dataset
Level of theory: the ωB97M-V functional and the def2-TZVPD basis

The total charge is 0. The frontier orbital gap is 9.957 eV. The total energy comes out at -387.42620 hartree. The calculation puts the strongest force on any atom at 1.325 eV/A. Its SMILES is C=C/C=C/CC.O.O.

XYZ file:
```
22
C6H14O2, DFT the ωB97M-V functional and the def2-TZVPD basis
C -1.42559 1.30965 1.45220
C -1.00014 1.31824 -0.02923
C -0.34152 0.03565 -0.41636
C -0.91699 -0.85438 -1.21773
C -0.37697 -2.18701 -1.56568
C 0.21093 -2.92377 -0.62313
H -2.44286 0.98660 1.65445
H -1.23041 2.29357 1.89133
H -0.72320 0.73160 2.04413
H -0.34022 2.17637 -0.15834
H -1.85647 1.54849 -0.66316
H 0.69438 -0.17451 -0.19261
H -1.96080 -0.70687 -1.49793
H -0.38088 -2.49810 -2.60389
H 0.26278 -2.53692 0.38637
H 0.52911 -3.94632 -0.78777
H 1.97098 1.80214 1.91776
H 0.94926 2.52149 2.83508
O 1.58316 2.65712 2.12562
H 2.19656 -1.32199 -1.40902
H 2.08290 0.26096 -1.37621
O 2.51599 -0.49202 -1.76587
```

Atom charges from the Löwdin analysis, given in e for atoms 1 to 6:
1. C -0.11
2. C -0.24
3. C -0.14
4. C -0.12
5. C -0.17
6. C 0.00

=====

Formula: C6H14O3
Source: the Open Molecules 2025 dataset
Level of theory: the ωB97M-V functional and the def2-TZVPD basis

The total charge is 0. The frontier orbital gap is 10.301 eV. The total energy comes out at -462.71304 hartree. The calculation puts the strongest force on any atom at 3.799 eV/A. Its SMILES is C[C@H](O)[C@@H](C)CC(O)O.

XYZ file:
```
23
C6H14O3, DFT the ωB97M-V functional and the def2-TZVPD basis
C 0.11672 2.14665 -0.68881
C -0.16875 -1.64640 0.74512
C -0.24822 -0.38065 -0.38457
C -0.06898 0.87434 0.38539
C 1.11812 -1.69824 1.55816
C -1.57358 -0.47323 -1.12177
O 1.39857 2.15650 -1.24868
O -0.11924 3.30345 0.06708
O -0.37463 -2.86122 0.05903
H -0.00373 4.08261 -0.49291
H 2.04199 2.14526 -0.52830
H 0.38387 -3.01527 -0.51653
H -0.55923 2.12116 -1.55343
H -1.03480 -1.54789 1.40501
H 0.58697 -0.53324 -1.07627
H 0.82845 0.89057 1.00141
H -0.92876 1.10707 1.01042
H 1.15030 -0.90324 2.29815
H 1.17628 -2.64760 2.09284
H 1.99000 -1.61740 0.90687
H -1.76861 -1.50802 -1.39817
H -1.55457 0.12718 -2.02830
H -2.38815 -0.12239 -0.49174
```

Atom charges from the Löwdin analysis, given in e for atoms 1 to 6:
1. C -0.42
2. C -0.37
3. C -0.32
4. C -0.09
5. C -0.06
6. C -0.07

=====

Formula: C6H14SSi
Source: the Open Molecules 2025 dataset
Level of theory: the ωB97M-V functional and the def2-TZVPD basis

The total charge is 0. The frontier orbital gap (alpha / beta) is 6.806 / 6.769 eV. The total energy comes out at -924.45629 hartree. The calculation puts the strongest force on any atom at 4.656 eV/A.

XYZ file:
```
22
C6H14SSi, DFT the ωB97M-V functional and the def2-TZVPD basis
C -1.80731 2.19386 -0.61041
C -0.74269 -0.06896 -0.24845
C 1.28295 -2.23755 -0.22657
C 1.20412 0.13793 1.66925
C 2.39691 0.44319 -1.26196
C -3.44255 -0.50311 0.41337
Si 1.10376 -0.44354 -0.16790
S -1.91887 -1.13182 -0.08489
H -2.56945 2.23170 -1.26557
H -1.03243 2.89985 -0.81109
H 2.28677 -2.49718 0.09001
H 0.55372 -2.65690 0.45289
H 1.10946 -2.47969 -1.30995
H 1.94358 -0.41966 2.17136
H 1.40193 1.12158 1.96247
H 0.29625 -0.14930 2.22131
H 3.27704 0.69031 -0.59277
H 2.53384 -0.35290 -1.98180
H 2.17990 1.38306 -1.71088
H -3.59190 0.48617 0.22120
H -2.26967 2.48246 0.35044
H -4.19534 -1.12948 0.71994
```

Atom charges from the Löwdin analysis, given in e for atoms 1 to 6:
1. C 0.07
2. C -0.52
3. C -0.20
4. C -0.18
5. C -0.16
6. C -0.33

=====

Formula: C6H14Si
Source: the Open Molecules 2025 dataset
Level of theory: the ωB97M-V functional and the def2-TZVPD basis

The total charge is 0. The frontier orbital gap is 9.797 eV. The total energy comes out at -526.42503 hartree. The calculation puts the strongest force on any atom at 3.744 eV/A. Its SMILES is C/C=C(/C)[SiH2]CC.

XYZ file:
```
21
C6H14Si, DFT the ωB97M-V functional and the def2-TZVPD basis
C 1.42805 1.08345 -0.44755
C 0.74612 -0.01852 -0.76440
C 0.84646 2.27343 0.21800
C 1.48382 -1.13394 -1.45217
C -0.87341 -1.13217 1.87554
C -1.91090 -0.63151 0.78568
Si -1.19569 -0.23160 -0.89250
H 2.45141 1.32039 -0.58822
H -0.15833 2.48578 0.14049
H 1.18208 1.97809 1.26124
H 1.40872 3.20195 -0.00427
H 0.73934 -1.92117 -1.60107
H 1.80194 -0.81882 -2.53890
H 2.35758 -1.46487 -0.89089
H -0.46779 -2.00842 1.51395
H -0.05524 -0.41907 2.03994
H -1.33135 -1.29489 2.83605
H -2.24710 0.38073 1.30041
H -2.87710 -1.26264 0.76418
H -1.48673 -1.33113 -1.91317
H -1.84188 0.94494 -1.64235
```

Atom charges from the Löwdin analysis, given in e for atoms 1 to 6:
1. C -0.21
2. C -0.40
3. C -0.11
4. C -0.16
5. C -0.16
6. C -0.39